{
  "formula": "C38H31F10KN10O",
  "method": "the ωB97M-V functional and the def2-TZVPD basis",
  "symbols": ["K", "C", "N", "C", "C", "N", "C", "C", "F", "C", "F", "C", "F", "C", "F", "C", "F", "C", "C", "N", "C", "C", "F", "C", "F", "C", "F", "C", "F", "C", "F", "H", "H", "H", "H", "H", "H", "H", "H", "H", "H", "H", "C", "C", "C", "C", "C", "C", "N", "C", "C", "C", "C", "C", "C", "N", "N", "C", "C", "C", "C", "C", "N", "H", "H", "H", "H", "H", "H", "H", "H", "H", "H", "H", "H", "H", "C", "N", "C", "C", "O", "N", "C", "N", "H", "H", "H", "H", "H", "H", "H"],
  "positions_angstrom": [[-0.86777, 0.07805, 0.67501], [1.36555, 3.33655, 0.12688], [0.84840, 1.99322, -0.06571], [0.74547, 1.66326, -1.48561], [-0.51981, 2.25515, -2.10557], [-1.70862, 1.58040, -1.60359], [-2.66994, 2.15204, -0.88238], [-2.83656, 3.49937, -0.44618], [-1.93323, 4.44634, -0.79410], [-3.90338, 3.94322, 0.30753], [-3.96563, 5.23635, 0.64761], [-4.92500, 3.10176, 0.69663], [-5.97084, 3.54688, 1.42076], [-4.84350, 1.78978, 0.28173], [-5.83073, 0.93642, 0.59432], [-3.77852, 1.34944, -0.46895], [-3.80820, 0.05029, -0.85613], [1.66168, 1.02116, 0.66596], [1.57145, 1.20149, 2.19914], [0.21621, 1.55277, 2.60703], [-0.04705, 2.57429, 3.39125], [0.79315, 3.47507, 4.12955], [2.13898, 3.27304, 4.21728], [0.31768, 4.55985, 4.84299], [1.19552, 5.36185, 5.47332], [-1.02585, 4.84097, 4.95042], [-1.47361, 5.92323, 5.63113], [-1.90052, 3.96179, 4.32779], [-3.22312, 4.17035, 4.44356], [-1.43542, 2.89704, 3.60705], [-2.35089, 2.08496, 3.04175], [1.34513, 3.59703, 1.18665], [0.74575, 4.06262, -0.40214], [2.40248, 3.42499, -0.24356], [0.71224, 0.57388, -1.60727], [1.62479, 2.02731, -2.04556], [-0.45541, 2.08049, -3.18920], [-0.52214, 3.33323, -1.96251], [2.71773, 1.08916, 0.37977], [1.33356, 0.01870, 0.39862], [2.32552, 1.92512, 2.50385], [1.85101, 0.24039, 2.65439], [3.60785, 0.71318, -4.82376], [4.14512, 1.28866, -3.67472], [4.05273, 0.65429, -2.44579], [3.40422, -0.59341, -2.30664], [2.90150, -1.18062, -3.49236], [2.99256, -0.53151, -4.71395], [3.17692, -1.11899, -1.07039], [3.33475, -2.38191, -0.75698], [4.23784, -3.24655, -1.49028], [4.51431, -4.51588, -1.08710], [3.89397, -5.07561, 0.06181], [2.99676, -4.31623, 0.75596], [2.67940, -2.98854, 0.38225], [1.68383, -2.27828, 1.01580], [1.20145, -2.80749, 2.03716], [0.02694, -2.36473, 2.61154], [-0.04822, -2.31532, 4.01861], [-1.27311, -2.19766, 4.62690], [-2.42857, -2.13888, 3.84424], [-2.26023, -2.11834, 2.47617], [-1.07553, -2.20286, 1.85940], [3.66116, 1.22074, -5.77914], [4.63542, 2.25510, -3.73762], [4.46607, 1.11329, -1.55460], [2.39722, -2.13868, -3.41558], [2.56781, -1.00049, -5.59614], [4.71842, -2.82994, -2.36739], [5.21839, -5.11555, -1.65667], [4.10680, -6.09678, 0.35498], [2.46708, -4.72441, 1.60715], [0.86876, -2.38750, 4.58856], [-1.34606, -2.16557, 5.70702], [-3.41474, -2.08629, 4.28448], [-3.12310, -2.03341, 1.81657], [-3.65395, -3.15146, -3.68002], [-2.46403, -3.08830, -2.87445], [-1.97337, -4.17167, -2.06093], [-0.82436, -3.47557, -1.29752], [-0.04841, -4.08926, -0.60189], [-0.86430, -2.12476, -1.57296], [-1.82111, -1.94373, -2.47831], [-2.11972, -0.77031, -3.03359], [-3.79510, -4.17735, -4.01431], [-3.55159, -2.52778, -4.57037], [-4.55457, -2.83976, -3.13648], [-1.60115, -5.01054, -2.64972], [-2.71827, -4.53611, -1.34516], [-1.93068, 0.11979, -2.46088], [-2.98366, -0.73633, -3.54641]],
  "mulliken_charge": [1.610, -1.080, 1.325, 0.187, -1.949, -0.591, 0.049, 0.223, -0.417, 0.066, -0.396, 0.929, -0.383, 0.047, -0.376, 0.294, -0.379, -1.110, -1.712, 0.054, -0.238, 0.255, -0.388, 0.262, -0.354, 0.555, -0.368, 0.107, -0.357, 0.050, -0.335, 0.153, 0.214, 0.314, -0.095, 0.142, 0.479, 0.519, 0.280, 0.366, 0.588, 0.281, -0.519, -0.453, -0.462, -0.169, 0.190, -0.749, -0.051, 0.809, -0.724, -0.543, -0.829, -0.540, -0.208, 1.397, -1.166, 0.182, -0.866, -0.232, -0.811, -0.204, -0.074, 0.363, 0.356, 0.283, 0.417, 0.323, 0.391, 0.356, 0.342, 0.396, 0.435, 0.376, 0.385, 0.420, -1.154, 0.116, -0.484, -0.119, -0.591, 0.410, 0.058, -0.187, 0.378, 0.364, 0.301, 0.316, 0.303, 0.298, 0.349],
  "total_charge": -2,
  "total_energy_ha": -3688.03111,
  "homo_energy_ev": -1.45,
  "orbital_gap_ha": 0.18788,
  "lumo_energy_ev": 3.663
}